2 unconnected molecules or ions with the total composition C14H19N3O3S2 in a non-equilibrium geometry. Source: the OMol25 dataset; level of theory: ωB97M-V/def2-TZVPD.

As for the HOMO energy: -6.48 eV. The value obtained for the relative energy (zero: lowest compared OMol25 entry of this formula, charge and spin) is 1640.1 kJ/mol. For the orbital gap, the calculation gives 4.3 eV. Its molar mass is 341.458 g/mol. The charge is 0.

Structure (XYZ):
```
41
C14H19N3O3S2 (ωB97M-V/def2-TZVPD)
C -3.6449 -0.4534 2.3373
C -2.7802 -0.8997 1.2655
C -1.4882 -0.0371 0.9618
C -0.0579 -0.5442 1.4068
S 0.0224 -2.1673 2.2689
C 1.2206 0.2671 1.1017
C 2.7228 -0.1430 1.4512
C 2.9571 -0.6670 2.9449
C 3.2516 -1.1214 0.2832
C 3.3144 -2.6763 0.6578
N 1.0395 1.5183 0.3844
C -0.2143 2.0597 -0.0635
C -0.2153 3.4730 -0.8443
C -0.8689 3.3701 -2.3086
C -1.5417 1.3122 0.1906
N -2.8735 1.7748 -0.2730
C -3.1090 1.0578 -1.3621
S -3.3627 0.6385 -2.9498
H -4.3740 0.4050 2.0858
H -3.5566 -0.9108 3.3753
H -2.9811 -1.8078 0.5819
H 0.0008 -3.2135 1.3560
H 3.3466 0.8289 1.3564
H 4.0886 -0.5816 3.1706
H 2.6313 -1.7378 3.1408
H 2.4509 0.0393 3.7085
H 2.5351 -0.9896 -0.6141
H 4.2684 -0.7186 -0.0695
H 3.0678 -3.2567 -0.3119
H 4.3566 -3.0050 0.9800
H 2.5551 -3.0243 1.4302
H 1.8890 2.0660 0.1477
H 0.8746 3.8311 -0.9842
H -0.8143 4.2312 -0.2389
H -0.3788 2.5406 -2.9465
H -2.0047 3.2942 -2.3134
H -0.6029 4.3545 -2.8516
N -2.9314 -2.2783 -4.6141
O -2.8024 -1.3267 -5.4142
O -4.0688 -2.6719 -4.2936
O -1.9217 -2.8303 -4.1341
```